This record from OMol25 describes a cluster of 2 separate species, C3H7F2N2 in total at a distorted geometry. The level of theory is ωB97M-V/def2-TZVPD.

Its spin multiplicity is 1. As for the net charge: +1. The HOMO energy is -0.487 hartree. The value obtained for the gap between HOMO and LUMO is 9.161 eV. The energy above the lowest of the compared OMol25 structures with the same formula, charge and spin comes out at 184.9 kJ/mol.

XYZ file:
```
14
Properties=species:S:1:pos:R:3:forces:R:3
C 1.017 0.555 0.787 -0.01 -0.14 -0.19
C -1.276 -1.709 -0.864 1.75 3.77 -0.66
C -0.254 0.145 -1.228 -2.22 -4.61 -0.36
N 1.241 1.205 1.902 -0.05 0.15 0.25
N 0.009 0.799 -0.011 0.03 0.83 0.57
F -0.444 -2.308 -0.020 0.37 -0.58 0.56
F -1.106 0.855 -1.966 -0.01 0.72 -0.10
H 1.701 -0.239 0.505 0.00 0.07 0.01
H -2.203 -1.408 -0.394 -0.12 -0.06 -0.07
H -1.303 -2.162 -1.844 -0.08 -0.10 -0.09
H 0.611 -0.191 -1.792 0.18 0.27 0.16
H 2.030 0.973 2.489 -0.07 -0.04 -0.11
H 0.647 1.965 2.210 0.09 -0.12 0.00
H -0.671 1.521 0.225 0.13 -0.17 0.03
```
Positions in Å, forces in eV/Å.